# 1
The following is a DFT calculation (wB97M-V/def2-TZVPD) of 2 unconnected molecules or ions with the total composition C4H13N3O at a distorted geometry.

Each atom is followed by the atoms it is bonded to, with distances in Å.
Atoms and positions in Å:
1 C 0.783 -1.343 -1.232  C6 1.504, H9 1.098, H11 1.100, N14 1.490
2 N -0.206 1.931 3.401  H4 0.996, H13 1.006, C19 1.359
3 H -1.290 1.683 1.048  C15 1.104
4 H 0.593 2.074 3.978  N2 0.996
5 H 1.772 -2.324 -2.822  N14 1.010
6 C 0.330 -0.165 -2.051  C1 1.504, H10 1.130, N16 1.512, H17 1.125
7 H -1.094 -0.089 0.903  C15 1.092
8 H -2.291 0.651 2.061  C15 1.097
9 H 1.157 -1.127 -0.222  C1 1.098
10 H 1.125 0.638 -2.055  C6 1.130
11 H -0.062 -2.036 -1.107  C1 1.100
12 H 2.576 -2.498 -1.400  N14 0.990
13 H -0.644 2.742 2.999  N2 1.006
14 N 1.975 -1.910 -1.923  C1 1.490, H5 1.010, H12 0.990
15 C -1.298 0.727 1.601  H3 1.104, H7 1.092, H8 1.097, C19 1.515
16 N -1.040 0.310 -1.622  C6 1.512, H18 1.043, H21 1.028
17 H 0.292 -0.578 -3.096  C6 1.125
18 H -1.714 -0.472 -1.766  N16 1.043
19 C -0.234 0.779 2.679  N2 1.359, C15 1.515, O20 1.227
20 O 0.613 -0.095 2.829  C19 1.227
21 H -1.342 1.103 -2.203  N16 1.028

The relative energy (zero: lowest compared OMol25 entry of this formula, charge and spin) comes out at 94.8 kJ/mol. The value obtained for the energy is -399.71116 a.u. The lowest unoccupied orbital energy comes out at 0.0350 Ha. As for the frontier orbital gap: 10.0 eV. Its highest occupied orbital energy is -9.095 eV.

=====

# 2
The following is a DFT calculation (wB97M-V/def2-TZVPD) of 2 unconnected molecules or ions with the total composition C4H13N3O2 at a distorted geometry.

Each atom is followed by the atoms it is bonded to, with distances in Å.
Atoms and positions in Å:
1 H 0.879 2.154 1.975  N4 1.019
2 H -2.330 0.274 0.041  C16 1.085
3 H 2.728 0.390 -0.035  N6 1.016
4 N 0.361 1.284 1.857  H1 1.019, H5 1.014, C21 1.427
5 H 0.933 0.523 2.206  N4 1.014
6 N 2.022 -0.328 0.099  H3 1.016, H7 1.014, C17 1.426
7 H 2.310 -1.129 -0.451  N6 1.014
8 O 0.777 0.521 -1.699  H11 0.977, C17 1.381
9 H -2.150 -1.369 0.594  C16 1.086
10 H -0.989 -2.934 -1.057  C14 1.094
11 H 0.072 1.192 -1.780  O8 0.977
12 H -0.345 3.061 0.123  N20 1.019
13 O -0.199 -1.216 -0.310  C14 1.419, C17 1.700
14 C -0.047 -2.379 -1.108  H10 1.094, O13 1.419, H18 1.095, H19 1.097
15 H -1.674 2.150 0.054  N20 1.020
16 C -1.734 -0.370 0.678  H2 1.085, H9 1.086, H22 1.085
17 C 0.771 0.179 -0.361  N6 1.426, O8 1.381, O13 1.700, C21 1.450
18 H 0.146 -2.082 -2.144  C14 1.095
19 H 0.763 -3.026 -0.748  C14 1.097
20 N -0.674 2.135 -0.147  H12 1.019, H15 1.020, C21 1.426
21 C -0.005 1.053 0.497  N4 1.427, C17 1.450, N20 1.426
22 H -1.615 -0.083 1.718  C16 1.085

The relative energy (zero: lowest compared OMol25 entry of this formula, charge and spin) comes out at 495.4 kJ/mol. The value obtained for the energy is -474.78826 a.u. The lowest unoccupied orbital energy (spin up / spin down) comes out at 0.0311 / 0.0311 Ha. As for the frontier orbital gap (spin up / spin down): 7.9 / 7.9 eV. Its highest occupied orbital energy (spin up / spin down) is -7.069 / -7.068 eV.